Molecular formula: C3H3N2
Method: DFT, ωB97M-V/def2-TZVPD

**LUMO**: -8.2 eV
**Total energy**: -225.1035 a.u.
**Net charge**: +1

The geometry in XYZ format:
```
8
Properties=species:S:1:pos:R:3:forces:R:3
C 0.86722 1.36543 0.02756 -1.223 -0.700 -0.616
C -2.66802 0.09702 -0.02533 7.268 -2.950 0.020
C -0.46671 -0.71635 0.01009 -3.426 0.743 -4.122
N -3.69287 0.55918 0.00909 -3.387 1.523 0.077
N 0.26639 0.39489 -0.02378 1.681 3.814 1.094
H 1.17355 2.37880 -0.10587 0.668 0.403 0.204
H -0.32000 -1.19347 0.90099 -0.323 -1.894 2.109
H -0.24567 -1.10013 -1.02387 -1.259 -0.941 1.233
```
Forces are in eV/Å.

These are the natural (NBO) partial charges, in e, on atoms 1 to 2: C 0.515; C 0.249


Molecular formula: C4H9NO
Method: DFT, ωB97M-V/def2-TZVPD

**LUMO**: 1.0 eV
**Total energy**: -287.7037 a.u.
**Net charge**: 0
**SMILES string**: C=C/C=C/N.O

The geometry in XYZ format:
```
15
Properties=species:S:1:pos:R:3:forces:R:3
N 1.51462 -1.02296 0.69416 1.904 -2.890 0.050
C 0.11697 -0.86250 0.82246 -1.124 0.491 -0.431
C -0.68038 -0.86698 -0.28226 -0.382 0.076 -0.713
C -2.09888 -0.28827 -0.30648 3.451 2.053 0.306
C -2.29839 1.03515 -0.29756 1.681 1.969 0.852
H 2.10015 -0.26622 1.07774 -0.623 -0.893 -0.017
H 1.91654 -2.04131 0.84789 -1.113 3.115 -0.109
H -0.30224 -0.67373 1.87552 0.353 0.067 -1.787
H -0.39282 -1.26517 -1.37736 0.030 1.017 2.775
H -2.79598 -0.95688 -0.58346 -2.888 -2.094 -0.562
H -3.25970 1.62667 -0.32640 1.014 -1.232 -0.216
H -1.33501 1.74024 -0.16172 -2.298 -1.709 -0.190
H 2.14165 0.69703 -0.90194 0.100 -1.248 -0.031
H 1.75775 2.07667 -0.87712 -0.661 1.248 -0.210
O 2.41642 1.51487 -0.50616 0.556 0.030 0.283
```
Forces are in eV/Å.

These are the natural (NBO) partial charges, in e, on atoms 1 to 2: N -0.923; C -0.026


Molecular formula: C3H5BrClF
Method: DFT, ωB97M-V/def2-TZVPD

**LUMO (spin up / spin down)**: -0.2 / -0.2 eV
**Total energy**: -3251.2223 a.u.
**Net charge**: 0

The geometry in XYZ format:
```
11
Properties=species:S:1:pos:R:3:forces:R:3
C 1.58823 0.52024 0.57149 3.513 -0.130 0.027
C -1.85565 -1.55926 -0.85788 2.200 -0.422 1.189
C 0.47103 1.17432 -0.06401 0.582 1.027 0.088
F 1.39888 -0.87518 0.59343 -0.152 0.901 0.233
Cl 0.39576 2.89091 -0.03002 0.044 -0.537 -0.063
Br -2.75674 -0.35750 0.10094 -1.360 1.163 0.729
H 2.60133 0.69157 0.04848 -1.434 -0.226 0.221
H 1.85504 0.92032 1.58238 -0.751 -0.572 -0.234
H -2.30004 -2.10206 -1.61256 -0.990 -0.813 -1.457
H -0.98526 -1.93402 -0.32710 -0.046 -0.025 -0.446
H -0.41259 0.63065 -0.00517 -1.606 -0.366 -0.287
```
Forces are in eV/Å.

These are the natural (NBO) partial charges, in e, on atoms 1 to 2: C -0.034; C -0.493


Molecular formula: C32H27BClCrN2O3
Method: DFT, ωB97M-V/def2-TZVPD

**LUMO (spin up / spin down)**: 2.4 / 2.4 eV
**Total energy**: -3100.5606 a.u.
**Net charge**: -1
**⟨S²⟩**: 6.389
**Multiplicity**: 5

The geometry in XYZ format:
```
67
Properties=species:S:1:pos:R:3:forces:R:3
Cr 0.46691 0.96740 -0.49225 -0.048 0.008 -0.007
Cl 0.60479 4.73007 -6.69358 -0.006 -0.009 0.020
C 0.31049 4.02692 -5.11357 -0.041 0.023 -0.010
C -0.90703 4.25619 -4.47782 0.021 0.010 -0.029
C -1.13114 3.69457 -3.23927 0.037 -0.032 0.018
C -0.17140 2.89083 -2.59336 -0.033 -0.015 -0.032
O -0.46010 2.36401 -1.43683 -0.036 0.022 0.061
C 1.07697 2.68543 -3.24886 0.063 -0.017 0.015
C 2.17056 1.94760 -2.68012 -0.037 0.023 -0.015
N 2.16966 1.34349 -1.50525 0.067 0.009 0.002
C 3.29317 0.74532 -0.98713 -0.070 0.020 -0.003
C 4.58559 0.77826 -1.55004 0.024 -0.014 0.019
C 5.64394 0.15650 -0.90369 -0.006 0.013 -0.025
C 5.48301 -0.50355 0.30140 -0.010 -0.011 0.024
C 4.20572 -0.55638 0.90632 0.017 0.006 -0.011
C 3.95338 -1.17899 2.14006 -0.003 -0.008 0.007
C 2.67712 -1.17126 2.67185 -0.010 0.005 -0.009
C 1.65309 -0.56750 1.96383 0.017 -0.014 0.014
N 1.84483 0.01944 0.77310 -0.029 -0.003 0.002
C 3.10004 0.05774 0.24896 0.022 -0.018 -0.008
C 1.28060 3.26385 -4.51575 0.026 -0.014 0.009
H -1.66511 4.86029 -4.95852 0.007 0.000 -0.009
H -2.07385 3.84464 -2.72813 0.002 -0.001 0.005
H 3.07045 1.90588 -3.28685 -0.004 0.018 -0.011
H 4.76989 1.30161 -2.47635 0.005 -0.004 -0.002
H 6.62809 0.19863 -1.35671 -0.002 0.003 -0.003
H 6.32128 -0.97759 0.79658 -0.001 0.000 0.000
H 4.77275 -1.65457 2.66677 -0.001 0.000 0.001
H 2.45542 -1.63721 3.62267 0.012 -0.002 0.002
H 0.64493 -0.56466 2.35428 0.005 0.018 -0.009
H 2.22488 3.10298 -5.02213 -0.002 0.004 -0.001
C -2.33941 -0.43218 -5.23663 0.002 -0.007 0.014
C -1.42628 -1.42270 -4.89721 -0.006 0.017 0.000
C -0.94657 -1.51318 -3.59921 0.034 -0.054 -0.005
C -1.35639 -0.62082 -2.60190 -0.080 0.033 0.025
C -2.28376 0.36380 -2.96372 0.024 -0.015 -0.033
C -2.76797 0.45775 -4.25998 -0.006 0.003 -0.010
H -2.70686 -0.35116 -6.25262 -0.004 0.005 0.001
H -1.08333 -2.12321 -5.65033 0.002 -0.003 0.003
H -0.23038 -2.28947 -3.35056 -0.005 0.007 0.007
H -2.60477 1.08006 -2.21717 -0.002 -0.002 0.004
H -3.47483 1.23933 -4.51466 0.001 0.002 0.001
C -3.41839 -2.23197 5.10151 -0.011 -0.005 0.001
C -2.32906 -1.21994 4.72222 0.015 -0.001 -0.003
C -2.90062 0.18516 4.91229 0.000 0.008 0.006
C -1.13636 -1.38273 5.67530 0.002 0.002 -0.003
C -1.86897 -1.46505 3.28340 0.002 -0.002 -0.012
C -1.33687 -2.70483 2.93246 -0.003 0.005 -0.006
C -0.88048 -2.99338 1.64614 -0.003 0.006 0.010
C -0.95685 -2.00058 0.68952 0.014 -0.078 0.008
O -0.54991 -2.04836 -0.58634 -0.019 0.060 -0.002
B -0.75309 -0.70597 -1.15981 -0.005 0.003 0.029
O -1.41933 0.10518 -0.02770 0.088 -0.057 -0.007
C -1.48297 -0.75846 1.03375 -0.020 0.076 -0.069
C -1.94724 -0.47138 2.29617 -0.008 -0.034 0.035
H -3.75101 -2.06560 6.12995 0.000 0.001 -0.001
H -3.05514 -3.25742 5.02625 0.003 0.002 -0.002
H -4.28102 -2.13367 4.43976 0.002 0.002 0.000
H -3.22297 0.31068 5.94843 -0.001 0.000 -0.002
H -3.76502 0.35666 4.26810 -0.001 0.000 0.003
H -2.15624 0.95453 4.69896 0.001 -0.003 -0.001
H -1.44617 -1.20820 6.70955 0.000 -0.002 0.000
H -0.34701 -0.67008 5.42705 -0.004 0.001 -0.001
H -0.71263 -2.38580 5.61216 0.001 0.000 0.004
H -1.26482 -3.48334 3.68306 -0.002 0.003 0.002
H -0.45814 -3.95947 1.40296 0.003 0.002 -0.004
H -2.33810 0.51582 2.49928 0.002 0.002 -0.003
```
Forces are in eV/Å.

These are the natural (NBO) partial charges, in e, on atoms 1 to 2: Cr 1.028; Cl -0.057


Molecular formula: C6H12NO
Method: DFT, ωB97M-V/def2-TZVPD

**LUMO**: -8.9 eV
**Total energy**: -365.3150 a.u.
**Net charge**: +1

The geometry in XYZ format:
```
20
Properties=species:S:1:pos:R:3:forces:R:3
O 2.37384 -0.30951 -0.10114 -3.587 -5.072 0.832
C 1.68295 -1.39577 0.16855 7.407 0.744 -2.017
C 0.37886 -1.42148 0.57806 -4.411 3.174 1.965
C -0.27633 -0.07366 0.68378 2.810 1.501 -0.812
C -1.44626 0.18678 -0.25797 -2.031 -1.979 0.130
C -2.76025 0.14678 0.12204 -0.540 0.027 0.021
C -3.98289 0.55884 -0.69824 -1.073 0.312 -0.634
N 4.79096 1.22390 -0.42757 1.390 1.303 2.057
H 2.17451 -2.45875 0.21535 -0.158 2.183 -0.277
H -0.02158 -2.29640 1.07737 -0.340 -0.312 -0.682
H -0.41573 0.25990 1.78011 0.074 -0.499 -1.723
H 0.56017 0.56749 0.11665 -1.703 -0.651 2.122
H -1.25264 0.14388 -1.33995 0.299 0.547 0.574
H -3.07664 -0.24384 1.13924 0.728 0.787 -1.065
H -3.90016 0.91948 -1.81367 0.484 -0.648 2.348
H -4.64382 -0.36643 -0.73589 0.596 1.042 0.129
H -4.60131 1.35256 -0.11050 1.142 -1.368 -0.969
H 3.86173 0.85123 -0.30384 0.349 0.188 0.196
H 5.07392 1.89592 0.40057 -0.856 -1.946 -2.334
H 5.48066 0.45905 -0.49296 -0.580 0.664 0.141
```
Forces are in eV/Å.

These are the natural (NBO) partial charges, in e, on atoms 1 to 2: O -0.336; C 0.216


Molecular formula: C2H10ClMnNO2
Method: DFT, ωB97M-V/def2-TZVPD

**LUMO (spin up / spin down)**: -11.8 / -10.1 eV
**Total energy**: -1897.7882 a.u.
**Net charge**: +2
**⟨S²⟩**: 9.209
**Multiplicity**: 6

The geometry in XYZ format:
```
17
Properties=species:S:1:pos:R:3:forces:R:3
Mn 10.19615 -6.09774 -13.68222 -1.273 0.212 -0.333
N 6.84518 0.04563 -14.32781 0.575 -0.047 0.812
H 6.39180 0.60976 -15.03230 0.147 -0.041 -0.877
H 7.79873 0.31549 -14.13285 0.451 1.108 -0.018
H 6.99547 -0.93476 -14.51848 -0.974 -0.721 -0.575
H 6.30523 0.18495 -13.48571 -0.282 -0.258 0.667
Cl 6.73518 -5.03154 -14.57956 1.367 -0.180 0.346
C 1.62947 -3.21826 -18.08872 -0.012 0.387 -2.287
C 1.12021 -3.73615 -16.73852 0.384 0.122 -0.052
O 1.96996 -3.24129 -15.74523 -0.428 0.355 0.382
O 0.90848 -3.72183 -19.18658 -0.306 0.077 0.382
H 2.67693 -3.49257 -18.21395 0.314 -0.116 0.316
H 1.53547 -2.14615 -18.26147 0.019 0.106 0.799
H 1.18472 -4.82042 -16.82962 -0.315 -0.197 0.283
H 0.10580 -3.37098 -16.57815 0.145 -0.188 0.228
H 2.86613 -3.56238 -15.86928 0.082 -0.316 -0.063
H 1.05849 -4.66040 -19.32138 0.104 -0.302 -0.012
```
Forces are in eV/Å.

These are the natural (NBO) partial charges, in e, on atoms 1 to 2: Mn 1.148; N -0.850